Arrangement 1

Density functional theory data (the ωB97M-V functional and the def2-TZVPD basis) for a 2-piece molecular cluster, C4H13N2O2 overall.

The highest occupied orbital energy comes out at -13.7313 eV. As for the net charge: +1.

Positions of all 21 atoms, in Å:
O -0.022 0.689 1.812
C 0.689 0.657 0.829
N 1.911 1.210 0.762
C 2.667 1.529 -0.427
C 0.260 -0.181 -0.376
N -0.739 -1.154 0.109
C -1.313 -1.970 -1.031
H 2.205 1.643 1.625
H 2.719 2.597 -0.620
H 3.704 1.199 -0.345
H 2.307 0.996 -1.310
H -0.252 0.387 -1.157
H 1.110 -0.695 -0.808
H -1.519 -0.625 0.533
H -0.345 -1.829 0.766
H -2.060 -2.621 -0.587
H -0.518 -2.525 -1.494
H -1.849 -1.316 -1.708
H -2.549 1.356 1.085
H -3.483 0.143 1.514
O -2.922 0.510 0.827

=====

Arrangement 2

Density functional theory data (the ωB97M-V functional and the def2-TZVPD basis) for a 2-piece molecular cluster, C4H13N2O2 overall.

The highest occupied orbital energy comes out at -13.7003 eV. As for the net charge: +1.

Positions of all 21 atoms, in Å:
C -0.384 -1.064 0.542
C 0.721 -0.707 -0.435
C 0.530 0.579 -1.265
C -0.819 0.762 -1.589
N -1.178 0.694 -2.859
O -1.718 1.026 -0.712
N -0.695 -0.044 1.595
H -0.342 -2.142 0.911
H -1.266 -1.059 -0.120
H 1.002 -1.643 -1.069
H 1.641 -0.615 0.072
H 1.192 0.524 -2.051
H 0.954 1.597 -0.885
H -2.245 0.778 -3.087
H -0.601 0.460 -3.654
H -0.213 0.795 1.604
H -1.690 0.284 1.482
H -0.437 -0.342 2.441
H 1.780 0.300 3.731
H 2.288 -0.248 2.479
O 1.482 0.063 2.868

=====

What is the stability order? It is arrangement 1, arrangement 2, from most stable to least stable.

=====

Arrangement 1

Density functional theory data (the ωB97M-V functional and the def2-TZVPD basis) for a 2-piece molecular cluster, CH2N4O2 overall.

The highest occupied orbital energy (spin up / spin down) comes out at -11.2721 / -11.2747 eV. As for the net charge: 0.

Positions of all 9 atoms, in Å:
C 1.399 -0.325 -0.294
N 2.468 -0.207 -0.681
N -0.550 1.499 -0.282
N 0.281 -0.248 0.331
N -0.671 -1.203 0.173
O -0.305 -2.300 -0.089
O -1.816 -0.901 0.383
H 0.385 1.941 -0.076
H -1.191 1.743 0.535

=====

Arrangement 2

Density functional theory data (the ωB97M-V functional and the def2-TZVPD basis) for one molecule with the formula CH2N4O2.

The highest occupied orbital energy comes out at -9.2023 eV. As for the net charge: 0.

Positions of all 9 atoms, in Å:
N 0.748 1.378 1.233
N 0.105 1.131 -0.066
C 0.070 -0.054 -0.474
O -0.842 -0.235 -1.441
N -0.886 -1.546 -1.730
N -0.393 -2.262 -0.911
O 0.412 -1.279 -0.192
H 0.404 0.660 1.745
H 0.381 2.208 1.837

=====

What is the stability order? It is arrangement 2, arrangement 1, from most stable to least stable.

=====

Arrangement 1

Density functional theory data (the ωB97M-V functional and the def2-TZVPD basis) for one molecule with the formula C3H9PS.

The highest occupied orbital energy comes out at -8.9027 eV. As for the net charge: 0.

Positions of all 14 atoms, in Å:
C -1.013 0.946 -0.909
P 0.166 -0.458 -1.023
C -0.573 -1.518 0.334
C 1.386 0.263 0.172
S 2.326 1.567 -0.669
H -0.716 1.548 -0.030
H -2.076 0.891 -0.772
H -0.836 1.492 -1.843
H -0.048 -2.437 0.385
H -1.702 -1.501 0.263
H -0.195 -1.077 1.313
H 0.707 0.763 1.004
H 2.139 -0.316 0.813
H 3.416 1.236 -0.208

=====

Arrangement 2

Density functional theory data (the ωB97M-V functional and the def2-TZVPD basis) for one molecule with the formula C3H9PS.

The highest occupied orbital energy comes out at -8.8534 eV. As for the net charge: 0.

Positions of all 14 atoms, in Å:
P -1.127 -1.475 -1.836
C -0.185 -1.246 -0.207
C 0.343 0.212 -0.135
C 0.980 0.605 1.233
S 0.033 1.994 2.018
H -2.436 -1.046 -1.457
H -0.682 -0.352 -2.604
H 0.638 -1.960 -0.270
H -0.840 -1.492 0.629
H 1.070 0.338 -0.943
H -0.501 0.868 -0.347
H 1.024 -0.215 1.945
H 1.977 0.999 1.032
H -0.294 2.770 0.943

=====

What is the stability order? It is arrangement 2, arrangement 1, from most stable to least stable.

=====

Arrangement 1

Density functional theory data (the ωB97M-V functional and the def2-TZVPD basis) for C22H18N11O4S3Sc as an isolated structure.

The highest occupied orbital energy comes out at -7.6564 eV. As for the net charge: 0.

Positions of all 59 atoms, in Å:
Sc -0.279 -0.585 -0.740
S -1.460 -1.940 1.736
C -1.577 -3.592 1.114
C -1.565 -4.630 2.037
C -1.632 -5.952 1.625
C -1.629 -7.005 2.595
N -1.620 -7.846 3.378
C -1.710 -6.224 0.250
C -1.722 -5.192 -0.669
C -1.662 -3.851 -0.268
S -1.760 -2.616 -1.502
C -1.782 -7.578 -0.224
N -1.851 -8.655 -0.617
H -1.494 -4.403 3.092
H -1.775 -5.420 -1.724
S -0.801 1.557 0.450
C 0.828 2.211 0.562
N 1.171 3.220 1.293
N 0.250 3.798 2.029
C 0.565 4.871 2.867
C 1.859 5.381 2.937
C 2.117 6.449 3.781
C 1.108 7.010 4.552
C -0.177 6.493 4.474
C -0.454 5.427 3.635
N 1.922 1.681 -0.120
N 1.718 0.618 -0.743
C 2.850 0.152 -1.484
C 3.698 1.049 -2.123
C 4.752 0.563 -2.875
C 4.958 -0.806 -2.989
C 4.105 -1.693 -2.347
C 3.042 -1.219 -1.595
H -0.692 3.420 2.025
H 2.638 4.937 2.336
H 3.122 6.846 3.838
H 1.321 7.842 5.208
H -0.971 6.921 5.072
H -1.457 5.021 3.574
H 3.514 2.110 -2.028
H 5.413 1.255 -3.381
H 5.782 -1.182 -3.580
H 4.270 -2.759 -2.427
H 2.391 -1.897 -1.055
N -3.343 0.086 -0.528
N -3.852 0.171 -1.821
C -3.010 0.089 -2.867
N -3.512 -0.002 -4.091
N -1.709 0.125 -2.553
N -0.774 -0.090 -3.491
O -0.943 -0.004 -4.689
O 0.322 -0.370 -2.974
H -3.471 -0.847 -0.150
H -3.729 0.815 0.055
H -4.828 -0.025 -1.989
H -4.500 -0.108 -4.243
H -2.863 -0.032 -4.863
O 0.184 -1.757 1.788
O 0.701 -1.841 0.451

=====

Arrangement 2

Density functional theory data (the ωB97M-V functional and the def2-TZVPD basis) for C22H18N11O4S3Sc as an isolated structure.

The highest occupied orbital energy comes out at -7.9452 eV. As for the net charge: 0.

Positions of all 59 atoms, in Å:
Sc -0.608 0.906 1.669
S -2.773 0.952 0.366
C -2.215 1.337 -1.255
C -3.058 1.085 -2.332
C -2.641 1.287 -3.640
C -3.522 0.953 -4.722
N -4.226 0.662 -5.583
C -1.349 1.770 -3.880
C -0.518 2.060 -2.809
C -0.928 1.860 -1.493
S 0.202 2.268 -0.208
C -0.856 1.931 -5.218
N -0.460 2.045 -6.291
H -4.049 0.693 -2.147
H 0.479 2.434 -2.998
S 0.519 -1.647 3.610
C 1.738 -1.803 2.357
N 2.937 -2.082 2.753
N 3.965 -1.980 1.931
C 4.132 -1.024 0.873
C 3.650 0.274 1.011
C 3.892 1.194 0.004
C 4.629 0.834 -1.119
C 5.115 -0.459 -1.238
C 4.860 -1.396 -0.245
N 1.451 -1.716 0.984
N 0.427 -1.122 0.610
C 0.237 -1.236 -0.815
C 1.304 -1.030 -1.681
C 1.090 -1.125 -3.044
C -0.170 -1.449 -3.535
C -1.221 -1.673 -2.658
C -1.025 -1.549 -1.290
H 4.820 -2.251 2.393
H 3.078 0.560 1.886
H 3.498 2.197 0.097
H 4.815 1.559 -1.899
H 5.685 -0.749 -2.111
H 5.213 -2.415 -0.339
H 2.274 -0.770 -1.282
H 1.907 -0.939 -3.728
H -0.334 -1.517 -4.603
H -2.202 -1.926 -3.039
H -1.844 -1.694 -0.598
N -2.742 -1.717 2.551
N -3.432 -1.056 3.564
C -3.273 0.223 3.935
N -4.143 0.721 4.812
N -2.228 0.877 3.407
N -2.068 2.203 3.670
O -1.257 2.733 2.907
O -2.631 2.797 4.564
H -1.757 -1.799 2.790
H -2.867 -1.234 1.663
H -4.181 -1.582 3.983
H -4.981 0.214 5.033
H -4.010 1.664 5.143
O 0.892 -0.136 4.156
O 0.757 0.783 3.078

=====

What is the stability order? It is arrangement 1, arrangement 2, from most stable to least stable.